(1)
This record from OMol25 describes a 8-piece molecular cluster, C32H64F7N8O13S overall at a distorted geometry. The level of theory is the ωB97M-V functional and the def2-TZVPD basis.

Each line ends with the Mulliken charge.
Cartesian coordinates (Å):
C  0.74514  0.36096  4.79771  -0.590
O  0.14693  -0.60462  3.82822  -0.417
C  0.01566  0.13301  2.53086  -0.051
C  -0.23652  -0.92056  1.25617  -0.030
C  0.34421  -0.40917  -0.16526  -0.487
N  -0.56775  0.38336  -1.06008  -0.054
C  -2.00649  -0.08157  -1.12267  -0.669
C  -3.05060  0.71528  -0.14957  0.716
O  -3.18818  0.58378  1.17121  -0.483
O  -3.99332  1.66828  -0.81636  -0.317
C  -4.54299  2.50505  0.28672  0.604
C  -6.08819  2.14261  0.79717  -0.797
O  -3.89978  3.52470  0.86418  -0.480
S  -0.40843  2.14843  -0.86316  0.500
O  -0.57587  2.62416  0.59568  -0.302
O  -1.40721  2.93022  -1.80358  -0.232
C  1.31985  2.67891  -1.48385  0.350
F  2.11364  1.50015  -1.99732  -0.175
F  1.14155  3.56180  -2.69712  -0.223
C  2.23813  3.37891  -0.32134  0.537
F  2.46682  2.51209  0.87077  -0.201
F  3.58991  3.61979  -0.95235  -0.299
C  1.71681  4.84479  0.19409  0.608
F  0.46156  5.32212  -0.44461  -0.128
F  1.38099  4.67153  1.65711  -0.221
F  2.82491  5.83622  0.15773  -0.221
H  1.87772  0.48639  4.46299  0.256
H  0.71482  -0.04446  5.91515  0.279
H  0.25562  1.42918  4.70671  0.224
H  -0.81378  0.95821  2.60491  0.135
H  1.08877  0.62227  2.35502  0.132
H  0.40124  -1.88483  1.55953  0.204
H  -1.35123  -1.26402  1.29056  0.191
H  1.36538  0.16853  0.05603  0.136
H  0.68092  -1.37567  -0.77974  0.312
H  -0.19278  0.22931  -2.04693  0.564
H  -2.05962  -1.24235  -0.85312  0.478
H  -2.35034  -0.02286  -2.26231  0.387
H  -6.63141  1.49653  -0.01587  0.218
H  -5.95364  1.50513  1.77754  0.233
H  -6.70155  3.11221  1.10073  0.384
C  4.34488  -0.43534  -2.10161  0.034
O  3.59615  -1.40118  -2.02781  -0.687
N  5.30305  -0.23888  -3.07343  0.323
C  6.15111  0.93438  -3.09022  -0.960
C  5.46805  -1.23593  -4.11088  -0.939
H  4.30470  0.38256  -1.36357  0.276
H  5.99367  1.47085  -4.03026  0.366
H  7.19531  0.61671  -3.01821  0.355
H  5.91979  1.59967  -2.25400  0.249
H  4.52440  -1.34447  -4.65375  0.331
H  5.71985  -2.19430  -3.64681  0.232
H  6.26044  -0.94353  -4.80492  0.373
C  -9.18299  1.70235  0.43491  0.105
O  -8.63561  2.79552  0.49990  -0.638
N  -10.10675  1.32605  -0.51703  0.107
C  -10.70974  0.00985  -0.52449  -0.903
C  -10.48721  2.27538  -1.54253  -0.941
H  -8.96685  0.90541  1.16528  0.353
H  -10.47256  -0.48219  -1.47206  0.339
H  -11.79389  0.11726  -0.42686  0.336
H  -10.33367  -0.60045  0.30103  0.294
H  -9.59576  2.56802  -2.10524  0.284
H  -10.91031  3.16448  -1.06531  0.299
H  -11.22324  1.83638  -2.22120  0.387
C  -2.85341  8.65641  2.43439  0.099
O  -3.38093  9.45642  3.19635  -0.579
N  -2.43257  7.38781  2.77300  0.159
C  -1.81572  6.50025  1.80980  -0.798
C  -2.61227  6.92653  4.13409  -1.006
H  -2.66897  8.90419  1.37614  0.281
H  -2.42100  5.59304  1.72689  0.321
H  -0.81186  6.24221  2.15928  0.350
H  -1.74296  6.97442  0.82732  0.190
H  -3.67773  6.95273  4.38120  0.319
H  -2.07683  7.59868  4.81141  0.329
H  -2.23249  5.90801  4.24993  0.359
C  8.58642  -0.98591  -1.60166  0.051
O  8.13603  -1.05712  -2.73786  -0.595
N  8.16111  -1.73438  -0.52461  0.162
C  8.74764  -1.58981  0.79110  -0.924
C  7.09453  -2.69592  -0.71298  -0.697
H  9.40032  -0.28725  -1.34722  0.336
H  9.17140  -2.55069  1.09668  0.338
H  7.96591  -1.29159  1.49568  0.336
H  9.53709  -0.83340  0.78954  0.290
H  7.40208  -3.42550  -1.46802  0.286
H  6.20273  -2.17279  -1.07115  0.043
H  6.86799  -3.20998  0.22482  0.410
C  -2.89545  4.71944  -5.07354  0.035
O  -3.42710  4.59292  -6.16908  -0.598
N  -2.97622  5.83690  -4.26988  0.157
C  -2.31608  5.90739  -2.98331  -0.431
C  -3.74496  6.97695  -4.72483  -0.980
H  -2.28715  3.91317  -4.63173  0.306
H  -3.06968  6.07213  -2.20794  0.434
H  -1.61003  6.74276  -2.99368  0.361
H  -1.77467  4.98244  -2.76712  -0.311
H  -4.78047  6.66501  -4.89033  0.304
H  -3.32827  7.33218  -5.67215  0.299
H  -3.71665  7.78165  -3.98543  0.384
C  0.91621  -4.96979  0.69618  0.013
O  0.75317  -3.75857  0.76855  -0.621
N  1.71870  -5.71975  1.52966  0.185
C  1.85809  -7.15270  1.37717  -0.865
C  2.44578  -5.05549  2.59162  -0.969
H  0.41064  -5.57418  -0.07479  0.292
H  1.52724  -7.64004  2.29873  0.359
H  2.91050  -7.38786  1.19387  0.322
H  1.25722  -7.52018  0.54093  0.271
H  1.73217  -4.55422  3.25227  0.308
H  3.10835  -4.30325  2.15301  0.262
H  3.03520  -5.77568  3.16517  0.378
C  1.81621  -10.85298  0.96432  0.054
O  1.65317  -9.64176  1.03669  -0.515
N  2.61870  -11.60293  1.79780  0.103
C  2.75809  -13.03588  1.64531  -0.909
C  3.34578  -10.93868  2.85976  -0.880
H  1.31064  -11.45736  0.19335  0.274
H  2.42724  -13.52323  2.56687  0.334
H  3.81050  -13.27105  1.46201  0.332
H  2.15722  -13.40336  0.80907  0.292
H  2.63217  -10.43741  3.52041  0.277
H  4.00835  -10.18644  2.42115  0.265
H  3.93520  -11.65887  3.43331  0.370

Calculated values
2S+1 = 1
Orbital gap = 5.325 eV
Net charge = +1
DFT total energy = -3770.39345 Ha

---

(2)
This record from OMol25 describes one molecule with the formula C5H4O2. The level of theory is the ωB97M-V functional and the def2-TZVPD basis.

Each line ends with the Mulliken charge.
Cartesian coordinates (Å):
O  -1.30383  2.08134  -0.81525  -0.523
C  -0.65080  1.15060  -0.41046  0.610
C  0.21834  1.06620  0.77184  -0.452
C  0.72438  -0.16530  0.90429  -0.313
C  0.26379  -1.15654  -0.13562  -0.516
C  -0.59873  -0.26323  -1.07097  0.304
O  -1.26895  -0.57016  -2.01620  -0.485
H  0.45013  1.92003  1.39354  0.413
H  1.47864  -0.41054  1.64580  0.391
H  -0.43905  -1.91486  0.23041  0.255
H  1.12608  -1.73754  -0.49738  0.316

Calculated values
2S+1 = 1
Energy above the lowest of the compared OMol25 structures with the same formula, charge and spin = 14.7 kcal/mol
Orbital gap = 8.770 eV
Structure (SMILES) = O=C1C=CCC1=O
DFT total energy = -343.36886 Ha